Below is a single C24H27N3O3S molecule, with properties calculated with ωB97M-V/def2-TZVPD.

As for the LUMO energy: 0.3 eV. The charge is 0. Its SMILES is CCn1c(=O)cc(SCC(=O)N2CCN(c3ccccc3OC)CC2)c2ccccc21. The HOMO energy is -0.271 Eh.

Last column: natural (NBO) charge in e.
Element x y z (Å)
C: 1.89 -3.83 2.09  -0.616
C: 0.45 -3.56 2.52  -0.224
N: -0.19 -2.52 1.72  -0.428
C: -0.13 -1.24 2.25  0.646
O: 0.54 -1.01 3.25  -0.644
C: -0.91 -0.23 1.57  -0.343
C: -1.59 -0.49 0.44  -0.082
S: -2.62 0.68 -0.38  0.269
C: -2.72 2.09 0.78  -0.625
C: -1.46 2.93 0.89  0.677
O: -0.91 3.04 1.97  -0.628
N: -1.04 3.58 -0.21  -0.430
C: -1.59 3.52 -1.54  -0.230
C: -0.72 2.59 -2.44  -0.222
N: 0.58 2.41 -1.84  -0.440
C: 0.99 1.14 -1.45  0.095
C: 0.77 0.08 -2.33  -0.196
C: 1.18 -1.21 -2.05  -0.244
C: 1.84 -1.47 -0.87  -0.228
C: 2.08 -0.44 0.03  -0.307
C: 1.65 0.86 -0.23  0.332
O: 1.83 1.89 0.64  -0.537
C: 2.35 1.62 1.93  -0.261
C: 1.13 3.64 -1.33  -0.221
C: 0.26 4.22 -0.19  -0.237
C: -1.50 -1.80 -0.16  -0.160
C: -2.10 -2.09 -1.39  -0.153
C: -2.01 -3.34 -1.95  -0.247
C: -1.31 -4.33 -1.28  -0.168
C: -0.71 -4.07 -0.07  -0.276
C: -0.78 -2.80 0.52  0.295
H: 2.48 -2.92 2.19  0.220
H: 2.33 -4.60 2.73  0.216
H: 1.95 -4.17 1.06  0.201
H: 0.46 -3.19 3.54  0.247
H: -0.15 -4.47 2.47  0.197
H: -0.89 0.74 2.05  0.259
H: -2.96 1.70 1.77  0.261
H: -3.57 2.68 0.42  0.249
H: -1.59 4.54 -1.94  0.198
H: -2.62 3.16 -1.53  0.213
H: -1.21 1.62 -2.54  0.226
H: -0.62 3.04 -3.43  0.182
H: 0.29 0.28 -3.28  0.204
H: 0.98 -2.00 -2.75  0.214
H: 2.19 -2.46 -0.64  0.211
H: 2.59 -0.65 0.95  0.225
H: 2.27 2.56 2.47  0.202
H: 3.40 1.32 1.87  0.169
H: 1.77 0.86 2.45  0.211
H: 2.14 3.47 -0.99  0.236
H: 1.15 4.35 -2.17  0.182
H: 0.14 5.30 -0.30  0.186
H: 0.70 4.02 0.79  0.255
H: -2.64 -1.30 -1.90  0.219
H: -2.47 -3.55 -2.90  0.217
H: -1.22 -5.32 -1.71  0.215
H: -0.17 -4.87 0.42  0.217


Below is 2 unconnected molecules or ions with the total composition C24H27N3O3S2 in a non-equilibrium geometry, with properties calculated with ωB97M-V/def2-TZVPD.

As for the LUMO energy: -0.9 eV. The charge is 0. The HOMO energy is -0.214 Eh.

Last column: natural (NBO) charge in e.
Element x y z (Å)
C: 1.07 0.35 4.57  -0.416
N: 1.99 0.72 3.51  -0.460
C: 3.12 -0.17 3.39  -0.411
C: 1.59 1.57 2.47  -0.063
S: 0.48 2.77 2.89  -0.301
S: 2.40 1.36 0.98  -0.323
H: 0.30 1.12 4.69  0.251
H: 0.60 -0.62 4.33  0.159
H: 1.63 0.24 5.51  0.186
H: 3.86 0.22 2.68  0.238
H: 3.59 -0.29 4.38  0.184
H: 2.80 -1.17 3.06  0.170
C: -3.98 1.17 -2.07  -0.255
O: -3.22 0.11 -1.42  -0.505
C: -3.47 -0.15 -0.12  0.340
C: -4.44 0.47 0.69  -0.312
C: -4.57 0.06 2.02  -0.151
C: -3.75 -0.93 2.57  -0.309
C: -2.78 -1.55 1.75  0.322
O: -1.92 -2.52 2.13  -0.504
C: -1.94 -3.00 3.49  -0.255
C: -2.66 -1.13 0.43  0.082
N: -1.70 -1.81 -0.38  -0.283
C: -0.69 -1.24 -1.09  0.382
C: -0.22 0.10 -0.77  0.431
C: 0.68 0.70 -1.74  -0.417
C: 1.53 1.69 -1.41  -0.083
C: 2.52 2.17 -2.37  -0.017
C: 3.62 2.95 -1.95  -0.193
C: 4.64 3.29 -2.83  -0.211
C: 4.57 2.90 -4.18  -0.207
C: 3.45 2.18 -4.64  -0.211
C: 2.44 1.82 -3.74  -0.221
O: -0.63 0.65 0.28  -0.501
N: -0.03 -2.23 -1.73  -0.286
C: 1.15 -2.14 -2.59  -0.413
C: -0.70 -3.44 -1.50  -0.060
C: -1.72 -3.17 -0.66  -0.013
H: -3.59 1.19 -3.09  0.204
H: -5.06 0.95 -2.08  0.183
H: -3.80 2.13 -1.57  0.198
H: -5.06 1.26 0.28  0.227
H: -5.34 0.51 2.65  0.225
H: -3.85 -1.25 3.61  0.227
H: -1.16 -3.75 3.52  0.206
H: -1.71 -2.18 4.20  0.198
H: -2.91 -3.44 3.74  0.181
H: 0.53 0.38 -2.78  0.190
H: 1.35 2.25 -0.44  0.311
H: 3.65 3.29 -0.91  0.247
H: 5.51 3.86 -2.47  0.219
H: 5.37 3.14 -4.88  0.214
H: 3.36 1.89 -5.69  0.210
H: 1.56 1.30 -4.13  0.199
H: 1.58 -3.14 -2.68  0.219
H: 0.87 -1.78 -3.60  0.219
H: 1.90 -1.45 -2.16  0.263
H: -0.37 -4.37 -1.95  0.241
H: -2.45 -3.81 -0.19  0.250


Below is a molecular structure, C24H27N4RuS, with properties calculated with ωB97M-V/def2-TZVPD.

As for the LUMO energy (spin up / spin down): -10.4 / -11.7 eV. The charge is +3. The HOMO energy (spin up / spin down) is -0.639 / -0.641 Eh. As for the spin multiplicity: 5. As for the expectation value of S²: 6.053.

Last column: Löwdin spin population.
Element x y z (Å)
Ru: -0.07 0.31 0.21  2.326
C: 0.36 -0.50 4.42  0.001
C: 0.55 0.03 3.15  0.017
N: -0.05 -0.50 2.08  0.023
C: -0.86 -1.60 2.23  0.010
C: -1.05 -2.21 3.46  0.001
C: -0.43 -1.61 4.58  0.018
C: -1.86 -3.39 3.53  0.001
C: -2.40 -3.92 2.41  -0.001
C: -2.20 -3.30 1.13  0.002
C: -2.72 -3.81 -0.08  0.001
C: -2.48 -3.15 -1.26  0.003
C: -1.75 -1.95 -1.24  0.006
N: -1.26 -1.45 -0.11  0.050
C: -1.46 -2.12 1.06  0.007
H: 0.85 -0.04 5.27  0.000
H: 1.20 0.87 2.99  0.003
H: -0.57 -2.05 5.56  0.001
H: -2.02 -3.86 4.49  0.000
H: -2.99 -4.83 2.46  0.000
H: -3.29 -4.73 -0.07  0.000
H: -2.85 -3.52 -2.20  0.000
H: -1.58 -1.39 -2.15  0.000
S: 2.16 -0.26 -0.19  0.577
C: 3.61 0.14 -0.97  0.223
C: 4.75 0.47 -0.17  0.091
C: 5.95 0.68 -0.78  0.023
C: 6.04 0.56 -2.18  0.206
C: 4.93 0.23 -2.98  0.030
C: 3.72 0.01 -2.38  0.083
H: 4.65 0.55 0.91  0.003
H: 6.82 0.94 -0.20  -0.001
H: 7.00 0.71 -2.66  0.009
H: 5.03 0.13 -4.05  0.000
H: 2.85 -0.27 -2.97  0.002
C: -2.97 5.44 -1.48  0.004
C: -3.33 3.99 -1.75  0.005
N: -2.13 3.14 -1.97  0.061
C: -1.42 3.33 -3.27  0.004
C: -0.14 4.14 -3.15  0.003
C: -1.70 2.29 -1.09  0.012
C: -2.38 2.14 0.24  0.026
N: -0.61 1.50 -1.29  0.144
H: -3.89 5.99 -1.26  0.000
H: -2.51 5.91 -2.34  0.000
H: -2.30 5.54 -0.62  0.000
H: -3.93 3.90 -2.65  0.002
H: -3.91 3.57 -0.94  0.001
H: -2.13 3.83 -3.92  0.000
H: -1.25 2.35 -3.72  0.001
H: -0.35 5.15 -2.81  0.000
H: 0.33 4.21 -4.13  0.000
H: 0.58 3.69 -2.46  0.000
H: -3.36 1.68 0.14  0.000
H: -2.47 3.08 0.77  0.001
H: -1.78 1.48 0.89  0.012
H: -0.13 1.61 -2.17  0.010


Below is a single C24H27N5O2S molecule in a non-equilibrium geometry, with properties calculated with ωB97M-V/def2-TZVPD.

As for the LUMO energy: 0.5 eV. The charge is 0. Its SMILES is Cc1cc(C)cc(N(C(=O)c2csnn2)[C@H](C(=O)NC2CCCCC2)c2ccccn2)c1. The HOMO energy is -0.319 Eh.

Last column: natural (NBO) charge in e.
Element x y z (Å)
C: -0.07 -4.10 -1.20  -0.630
C: -0.88 -3.15 -0.37  -0.002
C: -1.52 -3.57 0.79  -0.225
C: -2.28 -2.70 1.56  -0.013
C: -2.99 -3.17 2.79  -0.626
C: -2.38 -1.37 1.16  -0.199
C: -1.72 -0.93 0.02  0.157
N: -1.80 0.44 -0.34  -0.458
C: -2.25 0.77 -1.58  0.677
O: -2.51 -0.04 -2.45  -0.580
C: -2.43 2.23 -1.81  -0.029
C: -1.94 2.95 -2.88  -0.400
S: -2.47 4.56 -2.73  0.650
N: -3.30 4.19 -1.34  -0.339
N: -3.19 3.00 -1.00  -0.183
C: -1.30 1.46 0.58  -0.178
C: -0.23 2.30 -0.15  0.699
O: -0.26 3.51 -0.20  -0.627
N: 0.69 1.52 -0.74  -0.666
C: 1.82 2.03 -1.48  -0.041
C: 3.06 2.16 -0.59  -0.408
C: 3.59 0.79 -0.16  -0.406
C: 3.90 -0.06 -1.39  -0.400
C: 2.65 -0.23 -2.25  -0.392
C: 2.10 1.12 -2.68  -0.408
C: -0.64 0.85 1.79  0.224
C: -1.03 1.19 3.07  -0.238
C: -0.39 0.60 4.15  -0.157
C: 0.62 -0.32 3.90  -0.257
C: 0.95 -0.58 2.58  0.064
N: 0.35 -0.01 1.55  -0.465
C: -0.98 -1.82 -0.74  -0.172
H: -0.19 -5.12 -0.85  0.214
H: -0.38 -4.04 -2.24  0.224
H: 0.99 -3.84 -1.15  0.217
H: -1.44 -4.61 1.09  0.204
H: -2.87 -2.45 3.60  0.216
H: -2.62 -4.14 3.11  0.214
H: -4.06 -3.27 2.59  0.223
H: -2.98 -0.68 1.74  0.208
H: -1.33 2.61 -3.69  0.255
H: -2.11 2.13 0.89  0.255
H: 0.72 0.55 -0.45  0.437
H: 1.53 3.03 -1.83  0.227
H: 2.80 2.76 0.29  0.219
H: 3.83 2.69 -1.15  0.202
H: 2.84 0.29 0.45  0.199
H: 4.49 0.92 0.44  0.211
H: 4.27 -1.04 -1.08  0.206
H: 4.68 0.42 -1.98  0.194
H: 2.89 -0.83 -3.13  0.212
H: 1.89 -0.78 -1.68  0.189
H: 2.83 1.62 -3.33  0.206
H: 1.18 0.98 -3.25  0.211
H: -1.82 1.91 3.23  0.229
H: -0.67 0.84 5.16  0.222
H: 1.14 -0.82 4.70  0.224
H: 1.74 -1.28 2.32  0.197
H: -0.49 -1.47 -1.64  0.214


For reference, relative energy (zero: lowest compared OMol25 entry of this formula, charge and spin) by record: 0.952, 5.303, 0.498, 1.460 eV.
For reference, E_tot by record: -46775.166, -57604.971, -44677.178, -47707.678 eV.